Entry 1:
This record from the OMol25 dataset describes a molecular structure, C22H53Br2INbO2P3 at a distorted geometry. The level of theory is the ωB97M-V functional and the def2-TZVPD basis.

Values from the calculation:
- gap between HOMO and LUMO (eV) = 6.49
- electronic energy (eV) = -205365.17635
- charge = 0
- E_HOMO (Ha) = -0.266

Each line ends with the Mulliken charge.
CARTESIAN COORDINATES (ANGSTROEM)
C (4.60, 6.66, 1.86)  -0.970
C (4.46, 5.86, 0.56)  0.221
Br (6.27, 5.81, -0.33)  -0.243
C (3.86, 4.53, 0.84)  -1.093
Br (3.85, 3.38, -0.74)  -0.102
Nb (1.63, 4.67, 1.37)  -0.211
C (-0.53, 4.60, 2.05)  -0.923
C (-1.40, 5.80, 1.70)  -0.593
C (-1.49, 6.14, 0.24)  -0.966
I (-2.64, 4.73, -0.86)  -0.058
P (1.41, 2.04, 1.77)  0.598
O (2.64, 1.24, 2.04)  -0.673
P (2.00, 5.42, 3.87)  0.340
O (3.31, 4.90, 4.32)  -0.651
H (5.64, 6.86, 2.08)  0.458
H (4.22, 6.11, 2.70)  0.219
H (4.08, 7.60, 1.78)  0.152
H (3.89, 6.40, -0.17)  0.439
H (4.43, 4.00, 1.59)  0.638
H (1.52, 6.43, 0.88)  0.059
H (0.95, 4.44, -0.31)  0.155
H (-0.57, 4.44, 3.12)  0.500
H (-0.97, 3.71, 1.60)  0.445
H (-1.05, 6.69, 2.22)  0.277
H (-2.41, 5.63, 2.06)  0.375
H (-0.53, 6.12, -0.25)  0.275
H (-1.98, 7.08, 0.04)  0.469
H (0.44, 1.86, 2.79)  0.002
H (0.63, 1.47, 0.75)  -0.165
H (1.83, 6.81, 4.10)  0.024
H (0.93, 4.97, 4.67)  0.040
C (1.42, 0.31, -1.62)  -0.452
C (0.97, -0.67, -2.68)  -0.148
C (-0.55, -0.74, -2.75)  -1.179
C (-1.26, -1.35, -1.53)  -1.009
P (-1.24, -3.15, -1.30)  1.208
C (-1.62, -3.85, -2.93)  -1.480
C (-2.85, -3.38, -3.71)  -0.841
C (-4.23, -3.81, -3.23)  -0.425
C (-4.39, -5.30, -2.96)  -1.290
C (-2.63, -3.53, -0.20)  -0.721
C (-2.69, -3.09, 1.27)  -1.105
C (-1.71, -3.72, 2.25)  0.380
C (-1.69, -5.25, 2.24)  -1.367
C (0.33, -4.01, -0.96)  -0.856
C (1.23, -3.89, 0.29)  -1.196
C (1.54, -2.51, 0.92)  0.274
C (2.98, -2.06, 0.69)  -1.621
H (1.02, 0.03, -0.65)  -0.638
H (2.50, 0.35, -1.52)  0.369
H (1.08, 1.32, -1.83)  0.451
H (1.39, -1.66, -2.46)  0.001
H (1.34, -0.39, -3.66)  0.451
H (-0.88, -1.25, -3.66)  0.261
H (-0.94, 0.28, -2.82)  0.614
H (-2.34, -1.15, -1.62)  0.638
H (-0.97, -0.86, -0.60)  0.725
H (-1.60, -4.94, -2.82)  0.790
H (-0.73, -3.61, -3.52)  0.495
H (-2.71, -3.76, -4.73)  0.497
H (-2.82, -2.29, -3.80)  0.220
H (-4.94, -3.52, -4.01)  0.479
H (-4.54, -3.23, -2.35)  0.231
H (-4.38, -5.87, -3.89)  0.368
H (-5.34, -5.51, -2.46)  0.355
H (-3.60, -5.70, -2.32)  0.263
H (-2.84, -4.60, -0.32)  0.546
H (-3.45, -3.02, -0.71)  0.141
H (-3.71, -3.33, 1.59)  0.459
H (-2.61, -2.01, 1.33)  0.393
H (-1.97, -3.37, 3.25)  0.457
H (-0.70, -3.33, 2.07)  -0.425
H (-2.63, -5.66, 2.62)  0.364
H (-0.89, -5.63, 2.87)  0.402
H (-1.53, -5.65, 1.24)  0.269
H (0.91, -3.84, -1.87)  0.801
H (0.01, -5.06, -1.03)  0.500
H (2.17, -4.34, 0.00)  0.571
H (0.82, -4.56, 1.05)  0.291
H (1.37, -2.57, 1.99)  0.406
H (0.85, -1.75, 0.56)  -0.070
H (3.66, -2.72, 1.25)  0.477
H (3.15, -1.04, 1.04)  0.305
H (3.26, -2.11, -0.36)  0.337

***

Entry 2:
This record from the OMol25 dataset describes 4 unconnected molecules or ions with the total composition C22H55BCl2N3O9P2Si. The level of theory is the ωB97M-V functional and the def2-TZVPD basis.

Values from the calculation:
- gap between HOMO and LUMO (eV) = 7.27
- electronic energy (eV) = -98787.07015
- charge = -1
- E_HOMO (Ha) = -0.188

Each line ends with the Mulliken charge.
CARTESIAN COORDINATES (ANGSTROEM)
C (-0.27, 3.61, 5.46)  -1.199
C (0.62, 2.54, 6.08)  0.137
Cl (1.10, 3.05, 7.75)  -0.248
C (1.84, 2.27, 5.24)  -0.731
C (2.49, 0.88, 5.37)  1.666
C (3.34, 0.62, 6.64)  -1.306
C (3.86, 1.72, 7.53)  0.452
O (3.81, 1.75, 8.70)  -0.478
Cl (4.74, 3.06, 6.69)  -0.217
O (1.47, -0.11, 5.41)  -0.959
B (1.14, -0.54, 4.03)  1.437
P (-0.75, -0.15, 3.39)  -0.514
P (-0.38, 0.93, 1.58)  1.283
O (-1.62, 1.39, 0.90)  -0.839
O (0.57, 2.21, 1.85)  -0.619
O (0.52, -0.02, 0.67)  -0.400
O (2.12, 0.25, 3.17)  -0.568
C (3.20, 0.45, 4.06)  -0.830
Si (4.60, 1.34, 3.15)  0.314
C (4.14, 3.08, 2.60)  -1.029
C (4.90, 0.32, 1.61)  -1.246
C (6.24, 1.33, 4.09)  -1.176
H (-1.06, 3.15, 4.86)  0.236
H (0.30, 4.28, 4.82)  0.286
H (-0.76, 4.21, 6.24)  0.439
H (0.06, 1.61, 6.21)  0.522
H (1.51, 2.35, 4.20)  -0.306
H (2.56, 3.07, 5.40)  0.715
H (2.72, 0.03, 7.32)  0.318
H (4.19, 0.00, 6.35)  0.486
H (1.30, -1.74, 3.90)  -0.355
H (-1.15, 0.96, 4.16)  -0.137
H (1.44, 1.88, 2.13)  0.039
H (1.13, 0.50, 0.12)  0.244
H (3.63, -0.55, 4.29)  0.639
H (4.92, 3.49, 1.95)  0.458
H (3.21, 3.08, 2.03)  0.301
H (4.02, 3.76, 3.44)  0.225
H (4.75, -0.74, 1.85)  0.367
H (4.22, 0.57, 0.79)  0.187
H (5.94, 0.43, 1.27)  0.374
H (6.74, 2.29, 3.95)  0.314
H (6.16, 1.14, 5.15)  0.324
H (6.87, 0.56, 3.64)  0.388
C (-3.85, -2.43, -1.55)  -1.429
C (-2.52, -1.88, -1.04)  0.343
C (-1.89, -0.82, -1.96)  0.214
O (-1.27, -1.34, -3.13)  -0.374
C (-2.15, -1.61, -4.19)  -0.737
N (-1.61, -2.99, -0.76)  -0.739
H (-3.70, -3.12, -2.38)  0.053
H (-4.35, -2.97, -0.75)  0.485
H (-4.50, -1.62, -1.89)  0.311
H (-2.71, -1.37, -0.09)  0.342
H (-1.10, -0.33, -1.39)  -0.404
H (-2.63, -0.06, -2.23)  0.432
H (-2.98, -0.90, -4.23)  0.333
H (-2.57, -2.62, -4.13)  0.154
H (-1.59, -1.54, -5.13)  0.356
H (-0.78, -2.64, -0.30)  0.304
H (-1.28, -3.36, -1.65)  0.349
C (-7.91, -3.84, -4.61)  -1.417
C (-7.04, -2.83, -5.35)  0.317
C (-5.81, -3.44, -6.02)  -0.712
O (-4.76, -3.75, -5.14)  -0.189
C (-4.85, -5.00, -4.47)  -0.836
N (-6.71, -1.74, -4.43)  -0.697
H (-7.45, -4.14, -3.66)  0.259
H (-8.88, -3.40, -4.37)  0.355
H (-8.08, -4.73, -5.21)  0.351
H (-7.65, -2.40, -6.15)  0.450
H (-5.40, -2.70, -6.71)  0.311
H (-6.09, -4.33, -6.61)  0.388
H (-5.31, -5.76, -5.12)  0.377
H (-5.42, -4.93, -3.55)  0.276
H (-3.84, -5.31, -4.22)  0.274
H (-6.23, -1.00, -4.94)  0.295
H (-6.03, -2.08, -3.76)  0.228
C (2.56, 0.07, -3.46)  -1.694
C (1.47, 1.03, -3.00)  0.758
C (1.33, 2.27, -3.88)  -0.764
O (2.33, 3.25, -3.69)  -0.384
C (3.53, 3.05, -4.40)  -0.640
N (1.68, 1.36, -1.59)  -0.280
H (3.55, 0.44, -3.21)  0.360
H (2.44, -0.89, -2.95)  0.353
H (2.51, -0.11, -4.53)  0.378
H (0.51, 0.49, -3.07)  -0.218
H (0.39, 2.77, -3.63)  0.335
H (1.28, 1.99, -4.94)  0.485
H (3.34, 2.60, -5.38)  0.289
H (4.23, 2.41, -3.86)  0.218
H (4.00, 4.02, -4.54)  0.264
H (0.89, 1.92, -1.26)  0.339
H (2.48, 1.98, -1.51)  0.179

***

Entry 3:
This record from the OMol25 dataset describes 8 unconnected molecules or ions with the total composition C22H55N2O8 at a distorted geometry. The level of theory is the ωB97M-V functional and the def2-TZVPD basis.

Values from the calculation:
- gap between HOMO and LUMO (eV) = 8.58
- electronic energy (eV) = -43055.94591
- charge = +1
- E_HOMO (Ha) = -0.432

Each line ends with the Mulliken charge.
CARTESIAN COORDINATES (ANGSTROEM)
C (-1.93, 1.09, 1.74)  -0.706
C (-2.87, 1.53, 0.82)  -0.473
C (-2.48, 2.47, -0.39)  0.052
C (-2.83, 1.80, -1.80)  -0.798
C (-1.96, 0.50, -2.07)  -0.641
N (-0.64, 0.48, -1.36)  0.392
C (-0.01, 1.82, -1.16)  -0.106
N (0.59, 2.40, -2.42)  -0.456
C (1.82, 2.06, -2.43)  0.778
O (2.83, 1.62, -2.80)  -0.348
C (-0.94, 2.88, -0.44)  -1.104
H (-2.04, 0.08, 2.22)  0.260
H (-1.03, 1.72, 1.99)  0.305
H (-3.92, 1.15, 0.97)  0.355
H (-3.09, 3.43, -0.29)  0.481
H (-3.92, 1.51, -1.80)  0.450
H (-2.60, 2.55, -2.62)  0.349
H (-1.88, 0.33, -3.18)  0.332
H (-2.55, -0.38, -1.65)  0.362
H (-0.69, -0.01, -0.45)  0.094
H (0.01, -0.06, -1.97)  0.467
H (0.87, 1.65, -0.46)  0.349
H (-0.52, 3.17, 0.57)  0.226
H (-0.88, 3.84, -1.06)  0.472
C (-0.81, -3.15, 2.60)  -1.015
C (-0.39, -3.12, 1.15)  -0.439
O (-0.54, -1.80, 0.62)  -0.567
H (-1.85, -2.83, 2.71)  0.157
H (-0.72, -4.16, 3.01)  0.466
H (-0.20, -2.47, 3.19)  0.444
H (-1.02, -3.79, 0.55)  0.330
H (0.65, -3.44, 1.03)  0.248
H (0.03, -1.22, 1.15)  0.220
C (-1.38, 7.52, -1.10)  -0.888
C (-0.30, 7.25, -0.07)  -0.304
O (0.30, 5.98, -0.31)  -0.448
H (-2.15, 6.74, -1.07)  0.176
H (-1.85, 8.49, -0.93)  0.373
H (-0.96, 7.51, -2.11)  0.264
H (-0.73, 7.24, 0.93)  0.297
H (0.47, 8.02, -0.11)  0.281
H (0.69, 6.00, -1.19)  0.242
C (5.33, -0.05, -1.99)  -0.856
C (6.42, -0.27, -0.96)  -0.357
O (7.05, -1.53, -1.18)  -0.534
H (4.59, -0.85, -1.95)  0.261
H (4.83, 0.91, -1.83)  0.296
H (5.75, -0.06, -3.00)  0.338
H (5.99, -0.28, 0.05)  0.291
H (7.17, 0.52, -1.01)  0.290
H (7.44, -1.51, -2.06)  0.306
C (4.85, -4.96, -0.92)  -0.858
C (5.27, -4.93, -2.38)  -0.229
O (5.09, -3.62, -2.92)  -0.506
H (3.81, -4.66, -0.81)  0.148
H (4.98, -5.96, -0.50)  0.346
H (5.45, -4.25, -0.33)  0.290
H (4.66, -5.62, -2.97)  0.286
H (6.32, -5.21, -2.49)  0.259
H (5.64, -3.01, -2.40)  0.250
C (1.13, 5.67, -5.00)  -0.569
C (0.43, 4.55, -5.74)  -0.221
O (1.04, 3.30, -5.42)  -0.511
H (2.19, 5.70, -5.25)  0.266
H (0.68, 6.64, -5.24)  0.358
H (1.07, 5.52, -3.92)  -0.110
H (0.52, 4.70, -6.82)  0.296
H (-0.63, 4.51, -5.48)  0.221
H (0.95, 3.17, -4.47)  0.317
C (-4.85, -2.28, 5.46)  -1.102
C (-3.34, -2.27, 5.37)  0.268
O (-2.88, -0.98, 4.97)  -0.480
H (-5.29, -2.01, 4.50)  0.280
H (-5.22, -3.26, 5.75)  0.246
H (-5.20, -1.54, 6.19)  0.385
H (-2.99, -2.99, 4.62)  -0.122
H (-2.89, -2.52, 6.33)  0.271
H (-3.17, -0.34, 5.64)  0.276
C (-3.36, -6.22, 3.34)  -0.924
C (-3.15, -6.63, 4.78)  -0.321
O (-3.66, -5.63, 5.66)  -0.484
H (-2.86, -5.27, 3.13)  0.113
H (-2.96, -6.97, 2.66)  0.369
H (-4.42, -6.07, 3.12)  0.373
H (-2.09, -6.75, 5.00)  0.296
H (-3.66, -7.57, 5.00)  0.292
H (-4.61, -5.53, 5.47)  0.269